A cluster of 2 separate species, C5H8S in total at a distorted geometry. Source: OMol25; level of theory: ωB97M-V/def2-TZVPD.

XYZ file:
```
14
Properties=species:S:1:pos:R:3:forces:R:3
C -0.4696 -2.9191 0.1620 -0.3 -4.9 0.3
C -0.2903 -1.7931 -0.1612 1.4 2.2 -0.8
C 1.5685 0.7108 -0.3747 -1.2 1.7 2.8
C 0.2599 0.9269 0.4375 -1.4 -1.0 -1.2
C -0.8862 0.2439 -0.3690 -0.3 3.5 -0.9
S -2.5744 0.5776 -0.0384 1.4 0.4 1.3
H -0.2635 -3.9892 0.0176 -0.5 1.0 0.6
H 1.6632 -0.3539 -0.4904 0.7 -0.1 -0.6
H 2.2422 1.1808 0.3786 0.6 -0.7 -1.2
H 1.4219 1.3786 -1.2257 0.7 -0.6 -0.4
H 0.1240 2.0133 0.5230 -0.3 -0.2 0.2
H 0.2510 0.4672 1.4305 0.4 0.1 0.0
H -0.6482 0.2895 -1.4810 -0.7 -0.5 1.2
H -2.3985 1.2668 1.1913 -0.3 -0.8 -1.4
```
Positions in Å, forces in eV/Å.

Results
HOMO level (alpha / beta) ... -0.2244 / -0.3649 Eh
Max |F| ... 4.9 eV/A
Multiplicity ... 3
Energy above the lowest of the compared OMol25 structures with the same formula, charge and spin ... 6.145 eV
Gap between HOMO and LUMO (alpha / beta) ... 6.72 / 6.56 eV
Expectation value of S² ... 2.013

A structure of composition C5H9AgClNO4 at a distorted geometry. Source: OMol25; level of theory: ωB97M-V/def2-TZVPD.

XYZ file:
```
21
Properties=species:S:1:pos:R:3:forces:R:3
Ag 16.8244 -7.9403 3.4729 0.0 0.1 -0.2
Cl 14.3291 -7.5610 4.1753 0.2 -0.1 -0.3
C 16.1729 -6.2141 6.7288 0.4 0.2 0.4
N 16.4993 -5.0383 7.6506 1.5 2.0 -1.7
O 16.4821 -5.3024 8.8266 -0.3 0.2 -0.3
O 16.8574 -3.9505 7.1241 -1.2 -3.0 1.2
H 15.2505 -6.6367 7.1271 0.0 0.1 -0.3
H 16.9741 -6.9401 6.8672 0.1 0.1 0.3
H 16.1615 -5.9516 5.6709 -0.3 0.6 0.4
O 12.7801 -10.4193 6.6762 0.3 0.1 -0.7
C 12.7174 -9.6243 7.6356 -1.3 -0.2 0.1
O 12.6110 -10.0450 8.8011 0.7 -1.4 0.9
C 12.4864 -8.9289 9.6945 -1.1 0.6 2.9
C 12.8266 -7.6734 8.9397 0.7 -0.2 1.6
C 12.6052 -8.1316 7.5708 0.4 0.1 -3.4
H 13.0556 -9.1168 10.6049 0.3 -0.2 -0.4
H 11.4436 -8.9151 10.0113 -0.1 -0.2 -0.1
H 13.8636 -7.3923 9.1232 -0.1 0.3 0.0
H 12.1198 -6.9036 9.2496 0.3 0.2 -0.2
H 13.3725 -7.9163 6.8272 -0.2 1.0 -0.1
H 11.6186 -7.8643 7.1925 0.0 -0.2 -0.4
```
Positions in Å, forces in eV/Å.

Results
HOMO level (alpha / beta) ... -0.6137 / -0.6130 Eh
Max |F| ... 3.4 eV/A
Multiplicity ... 3
Total charge ... +2
Gap between HOMO and LUMO (alpha / beta) ... 7.36 / 3.70 eV
Expectation value of S² ... 2.008

A structure of composition C5H9AgO3 at a distorted geometry. Source: OMol25; level of theory: ωB97M-V/def2-TZVPD.

XYZ file:
```
18
Properties=species:S:1:pos:R:3:forces:R:3
O 1.0905 2.2474 -0.6343 -2.8 -1.8 -1.1
C 0.4876 1.2122 -0.2988 2.4 4.0 1.4
O -0.7962 1.1464 -0.4870 -0.3 -1.0 -0.1
C -1.6351 0.1551 0.1598 0.3 -0.3 0.3
C 1.1142 -0.9809 -0.1941 2.6 0.5 4.1
H 0.5324 -1.5599 0.5441 -0.6 0.0 -1.1
C 2.5164 -1.5332 -0.3053 -0.2 -0.5 -1.3
H 2.4387 -2.5897 -0.6082 0.0 0.2 0.1
H 3.1097 -1.0348 -1.0893 -0.2 0.0 0.4
H 3.0905 -1.5077 0.6420 -0.6 0.3 -0.3
C -3.0552 0.6581 0.1264 -0.2 0.0 0.0
H -1.2770 0.0248 1.1890 -0.1 0.0 -0.2
H -1.5194 -0.7937 -0.3727 -0.1 0.2 0.0
H -3.1695 1.5753 0.7180 0.1 -0.2 -0.2
H -3.7067 -0.1151 0.5555 0.1 0.2 -0.1
H -3.3811 0.8488 -0.9043 0.1 0.0 0.3
Ag 2.8902 1.8586 0.4191 3.8 1.2 1.1
O 1.2700 0.3882 0.5402 -4.2 -2.9 -3.3
```
Positions in Å, forces in eV/Å.

Results
HOMO level (alpha / beta) ... -0.1775 / -0.3287 Eh
Max |F| ... 6.1 eV/A
Multiplicity ... 3
Energy above the lowest of the compared OMol25 structures with the same formula, charge and spin ... 0.000 eV
Gap between HOMO and LUMO (alpha / beta) ... 5.21 / 6.99 eV
Expectation value of S² ... 2.004

A structure of composition C5H9AlCl2FO2 at a distorted geometry. Source: OMol25; level of theory: ωB97M-V/def2-TZVPD.

XYZ file:
```
20
Properties=species:S:1:pos:R:3:forces:R:3
C 2.3645 -0.4372 0.2305 0.3 0.4 0.1
C 1.5704 -0.3507 -1.0692 0.5 -0.6 0.4
Cl 2.4878 -1.2248 -2.3742 -0.2 0.1 -0.1
C 0.1563 -0.8874 -0.9714 0.0 0.1 -0.5
Cl 0.1151 -2.5693 -0.3206 0.1 0.0 0.0
C -0.6562 0.0320 -0.0968 -0.8 0.7 1.2
C -1.9929 -0.5080 0.5183 -1.0 0.4 0.4
O -2.8658 0.5775 0.8352 1.1 0.7 0.1
Al -1.7488 2.0131 0.8057 -0.8 -0.1 -0.8
F -2.4631 3.5693 0.6170 0.2 -0.7 0.0
O -0.9162 1.2842 -0.6608 0.4 0.3 -0.2
H 2.3589 0.5445 0.6994 -0.2 0.0 0.3
H 3.4100 -0.6727 0.0598 0.1 -0.1 -0.2
H 1.9760 -1.1774 0.9217 -0.2 0.0 0.0
H 1.4958 0.6848 -1.3749 -0.1 0.1 -0.3
H -0.2257 -0.9612 -1.9846 -0.4 0.0 0.0
H -0.0588 0.2537 0.8050 0.3 -0.6 0.0
H -1.7510 -0.9813 1.4752 0.1 -0.6 -0.2
H -2.5813 -1.1803 -0.1115 0.4 -0.3 -0.2
H -0.6750 1.9911 1.9962 0.0 0.2 0.1
```
Positions in Å, forces in eV/Å.

Results
HOMO level ... -0.1951 Eh
Max |F| ... 1.6 eV/A
Total charge ... -1
Gap between HOMO and LUMO ... 8.30 eV

An isolated molecule of C5H9BN2O2 at a distorted geometry. Source: OMol25; level of theory: ωB97M-V/def2-TZVPD.

XYZ file:
```
19
Properties=species:S:1:pos:R:3:forces:R:3
B 3.6180 -0.3538 -0.0115 1.9 -1.8 0.4
C 0.2739 1.7095 -0.1029 -1.9 -2.0 0.1
C -1.0249 1.0697 -0.0680 -0.4 -2.2 -0.9
C 2.3973 0.4613 -0.0703 -2.9 0.7 -0.2
C -3.5048 -0.2051 0.2815 1.2 -1.8 2.6
C -2.3573 -0.9716 -0.3950 -0.8 5.7 -2.5
N 1.3569 1.0407 -0.0449 2.5 -0.8 -0.4
N -1.0924 -0.1696 -0.3305 0.0 -1.9 -0.4
O 4.7851 0.3158 0.1651 2.5 0.0 1.5
O 3.6739 -1.7413 -0.0134 -1.3 0.0 -0.2
H 0.2000 2.6598 0.1964 0.8 3.8 0.9
H -1.9461 1.6008 0.1452 0.2 0.9 0.1
H -3.1792 -0.0217 1.3931 -1.1 -0.3 -1.9
H -4.3705 -0.8417 0.1898 -0.5 -0.2 0.6
H -3.7796 0.6963 -0.1691 -0.1 1.5 -0.7
H -2.6928 -0.9516 -1.5184 1.0 -0.9 1.8
H -2.2549 -1.8852 0.0590 0.6 -2.3 0.5
H 5.4802 -0.2048 0.7036 -1.8 1.2 -1.6
H 4.4171 -2.2074 -0.4097 0.0 0.5 0.1
```
Positions in Å, forces in eV/Å.

Results
HOMO level ... -0.2766 Eh
Max |F| ... 6.3 eV/A
Energy above the lowest of the compared OMol25 structures with the same formula, charge and spin ... 2.839 eV
Gap between HOMO and LUMO ... 7.87 eV

An isolated molecule of C5H9BNO5PS2 at a distorted geometry. Source: OMol25; level of theory: ωB97M-V/def2-TZVPD.

XYZ file:
```
24
Properties=species:S:1:pos:R:3:forces:R:3
C 0.5668 -2.6337 0.8113 0.7 0.3 -0.6
B 0.0176 -1.3120 -0.0384 -0.7 -1.1 -1.1
O -0.5267 -1.4272 -1.4311 3.0 0.8 2.3
C 0.1603 0.1580 0.7547 -2.1 -0.8 1.1
N 1.6574 0.4257 0.5518 -1.9 2.5 -1.8
C 1.8986 1.3038 -0.4762 -0.3 -1.4 1.9
C 3.4730 1.6273 -0.7987 8.3 2.3 -2.1
O 4.4274 0.9013 -0.1522 -6.5 2.5 -2.2
O 3.9818 2.6670 -1.7179 -4.9 -5.5 4.8
S 0.2949 1.9085 -1.2321 1.6 -0.4 1.0
C -0.8548 1.3616 0.1909 3.1 0.0 0.7
P -2.6631 0.9056 -0.2219 -3.3 0.2 -0.7
O -2.8792 0.4466 -1.9235 0.1 -1.5 3.8
O -3.1969 -0.3870 0.8737 3.0 1.8 -0.8
S -3.9306 2.3909 0.1089 1.8 -1.1 -0.3
H 0.8516 -3.4731 0.0199 -0.7 1.6 2.0
H -0.1840 -3.0163 1.6247 1.4 0.6 -1.6
H 1.5569 -2.2847 1.3796 -2.0 -1.0 -1.1
H 0.1945 -1.1258 -2.0775 -1.7 -0.4 1.1
H -0.1497 0.0034 1.8960 1.3 0.3 -2.3
H 2.3273 -0.0863 1.1667 0.0 1.0 -1.1
H -0.9192 2.3137 0.8975 -0.1 -2.2 -1.3
H -3.3850 -0.4359 -1.9672 1.2 1.7 0.1
H -2.7192 -0.2312 1.7609 -1.1 -0.3 -1.8
```
Positions in Å, forces in eV/Å.

Results
HOMO level ... -0.3241 Eh
Max |F| ... 8.9 eV/A
Gap between HOMO and LUMO ... 6.70 eV

A cluster of 2 separate species, C5H9BO in total at a distorted geometry. Source: OMol25; level of theory: ωB97M-V/def2-TZVPD.

XYZ file:
```
16
Properties=species:S:1:pos:R:3:forces:R:3
B -2.7015 -0.1832 0.3643 0.0 -2.1 -1.4
C 0.1373 1.0268 -0.4935 0.5 -2.1 0.0
C -0.3680 0.0122 0.1361 0.2 -1.2 1.3
C 1.6071 0.7242 -0.6896 0.9 0.5 1.1
C 0.6102 -1.1412 0.5117 -3.0 -0.6 -1.7
C 1.9464 -0.4799 0.3090 -1.9 1.5 -0.6
O -3.2118 0.7175 -0.4595 1.9 1.6 0.2
H -3.0281 -0.6337 1.3773 0.5 0.3 1.3
H -0.3736 1.8797 -0.7462 -0.8 2.0 -0.8
H 1.9280 0.3336 -1.6546 -0.2 0.9 -0.5
H 1.9976 1.7475 -0.3840 0.8 -1.6 -0.7
H 0.3053 -1.5631 1.4437 0.5 0.0 1.1
H 0.3649 -1.9779 -0.1893 0.5 0.6 0.2
H 2.6902 -1.1770 0.0331 0.9 -0.4 -0.7
H 2.1668 -0.0664 1.2386 0.9 0.8 1.6
H -4.0709 0.7809 -0.7973 -1.6 -0.1 -0.5
```
Positions in Å, forces in eV/Å.

Results
HOMO level (alpha / beta) ... -0.1768 / -0.3468 Eh
Max |F| ... 3.5 eV/A
Multiplicity ... 3
Energy above the lowest of the compared OMol25 structures with the same formula, charge and spin ... 0.000 eV
Gap between HOMO and LUMO (alpha / beta) ... 5.60 / 7.65 eV
Expectation value of S² ... 2.005

A structure of composition C5H9BO3 at a distorted geometry. Source: OMol25; level of theory: ωB97M-V/def2-TZVPD.

XYZ file:
```
18
Properties=species:S:1:pos:R:3:forces:R:3
B -0.2731 0.2866 0.0842 3.3 0.7 0.6
C 2.3811 1.3544 -0.1399 -0.3 1.6 3.3
C -2.4410 1.0812 0.1443 2.0 1.1 2.0
C -2.4006 -0.3609 -0.2171 -0.1 -2.8 -1.2
C 2.2716 -1.1466 -0.3479 -1.9 -0.5 -1.7
C 1.8234 0.0923 0.3971 -3.9 -0.8 -2.1
O 2.7957 1.5842 -1.2402 0.0 -0.5 -0.4
O -0.9954 1.3995 0.3503 0.0 0.4 -0.5
O -0.9995 -0.7753 -0.2429 -0.5 -0.8 -0.2
H 2.4159 2.1876 0.6965 -0.1 -0.9 -1.3
H -2.7932 1.7025 -0.6670 -0.3 0.3 0.2
H -2.7592 1.3471 1.1849 -0.9 -0.4 -1.3
H -2.8984 -1.1138 0.3893 -0.1 0.5 0.8
H -2.7904 -0.6400 -1.2064 0.1 0.8 0.0
H 1.7049 -1.2549 -1.3454 1.5 0.5 1.0
H 3.3562 -1.1806 -0.4580 -0.2 -0.2 -0.2
H 1.8728 -2.0232 0.1487 0.4 -0.3 0.5
H 1.5638 -0.1777 1.4150 1.0 1.1 0.6
```
Positions in Å, forces in eV/Å.

Results
HOMO level ... -0.3363 Eh
Max |F| ... 4.5 eV/A
Energy above the lowest of the compared OMol25 structures with the same formula, charge and spin ... 1.955 eV
Gap between HOMO and LUMO ... 9.59 eV

A structure of composition C5H9Br2NO3 at a distorted geometry. Source: OMol25; level of theory: ωB97M-V/def2-TZVPD.

XYZ file:
```
20
Properties=species:S:1:pos:R:3:forces:R:3
C 0.7759 0.0434 -2.3855 1.1 2.1 0.7
C 1.8045 -0.0098 1.3857 -3.1 -0.1 -1.2
C -0.4033 -0.4398 -1.5269 -0.4 0.6 0.2
C -0.0929 0.1053 -0.1789 -2.6 -0.9 2.0
C -1.6024 -0.1042 0.7140 2.0 -0.2 -2.6
N -1.3055 0.2480 2.0583 -0.1 0.2 2.0
O -1.2022 1.4471 2.2790 0.5 -0.8 0.6
O -1.1740 -0.6854 2.8325 0.5 1.2 0.4
O 0.9306 -0.6067 0.4346 -0.5 0.0 -1.0
Br -2.8663 1.0979 0.0393 -0.9 0.8 -0.5
Br -2.1609 -1.8694 0.5747 -0.7 -1.3 -0.1
H 1.7658 -0.0424 -1.7770 -1.8 0.5 -0.9
H 1.0246 -0.4753 -3.2601 -0.2 -1.2 -1.3
H 0.6299 1.1459 -2.7917 0.3 -2.0 1.3
H 1.3727 -0.0519 2.3133 -1.0 -0.3 2.5
H 1.8989 0.9695 1.1468 0.6 3.2 -0.8
H 2.7004 -0.4623 1.4097 3.0 -1.9 -0.3
H -1.4299 0.0228 -1.7663 1.7 -1.1 -0.3
H -0.4888 -1.5010 -1.2493 0.2 0.0 -1.4
H -0.1772 1.1681 -0.2522 1.3 1.1 0.7
```
Positions in Å, forces in eV/Å.

Results
HOMO level ... -0.3684 Eh
Max |F| ... 3.6 eV/A
Energy above the lowest of the compared OMol25 structures with the same formula, charge and spin ... 0.405 eV
Gap between HOMO and LUMO ... 9.61 eV

A cluster of 3 separate species, C5H9Br4Cl3 in total at a distorted geometry. Source: OMol25; level of theory: ωB97M-V/def2-TZVPD.

XYZ file:
```
21
Properties=species:S:1:pos:R:3:forces:R:3
Br 6.9989 -0.2324 6.9968 0.4 -0.8 -0.9
C 8.1948 -1.4032 5.8916 0.2 -0.9 0.0
C 7.7183 -1.6659 4.4408 0.2 0.9 0.7
Br 8.9058 -2.9606 3.4594 -0.7 1.0 0.8
H 8.3054 -2.3739 6.3749 -0.4 0.2 0.4
H 9.1649 -0.9171 5.9955 -0.2 0.1 -0.5
H 7.7096 -0.6896 3.9560 0.2 -0.4 -0.6
H 6.7082 -2.0726 4.3919 0.3 -0.1 0.2
Br -6.8955 3.1554 -3.5693 0.0 0.0 -0.1
C -8.0696 2.0387 -4.6702 -1.5 1.8 1.1
C -7.2892 1.1609 -5.5122 1.1 -1.4 0.0
Br -8.5100 0.0814 -6.5628 0.0 0.0 -0.3
H -8.6827 2.7141 -5.2669 0.1 0.1 0.2
H -8.7201 1.5576 -3.9398 0.2 -0.2 -0.3
H -6.7681 0.4538 -4.8668 0.3 0.0 -0.4
H -6.5870 1.7069 -6.1421 -0.2 -0.3 -0.1
C -0.3847 0.0481 -0.1842 -0.9 -1.3 -0.1
Cl -1.1246 -0.2994 -1.7942 0.5 0.4 0.6
Cl 1.1130 -0.8800 0.0325 -0.2 0.6 -0.2
Cl -1.5642 -0.5442 1.0564 0.5 0.7 -0.4
H -0.2233 1.1218 -0.0875 0.0 -0.4 0.1
```
Positions in Å, forces in eV/Å.

Results
SMILES string ... ClC(Cl)Cl.BrCCBr.BrCCBr
HOMO level ... -0.3847 Eh
Max |F| ... 2.6 eV/A
Energy above the lowest of the compared OMol25 structures with the same formula, charge and spin ... 0.608 eV
Gap between HOMO and LUMO ... 10.79 eV

A cluster of 2 separate species, C5H9BrN2O4 in total at a distorted geometry. Source: OMol25; level of theory: ωB97M-V/def2-TZVPD.

XYZ file:
```
21
Properties=species:S:1:pos:R:3:forces:R:3
C 0.1759 -0.4044 -2.3368 -2.2 -1.1 -1.3
C -1.3584 -0.3944 -2.4104 1.6 -0.4 -0.7
C 1.1852 -0.4497 -0.1954 -0.5 -0.4 -0.3
C -1.9040 0.6934 1.2216 -2.0 1.5 -0.7
C -0.5257 0.5215 1.7356 0.2 0.3 0.9
N 0.7105 0.1252 -1.2229 2.1 0.2 2.0
N 0.1671 1.6220 1.8462 2.2 -2.4 1.6
O -0.0616 2.7026 1.3843 -0.1 2.7 -0.5
O 0.8416 -0.8053 -3.2591 0.6 -0.1 -0.1
O 1.4079 1.5405 2.6315 -4.1 -3.6 1.7
O -1.9524 1.6616 0.1803 0.1 1.5 -0.2
Br -0.0786 -1.1057 2.5398 0.0 0.3 0.4
H -1.6092 0.6021 -2.6956 -0.5 0.8 -0.3
H -1.6560 -1.1025 -3.2146 0.0 0.4 0.9
H -1.7168 -0.5306 -1.4127 -0.7 -0.5 0.4
H 1.7968 0.1265 0.5133 -0.3 -0.1 -0.3
H 0.9771 -1.5085 0.1680 0.4 1.0 -1.2
H -2.5866 1.0208 2.0754 0.8 -0.4 -0.6
H -2.4150 -0.1860 0.7655 1.0 0.2 0.6
H 2.0256 2.0716 2.2492 2.4 2.9 -2.3
H -1.5050 2.5647 0.4128 -1.0 -2.8 -0.1
```
Positions in Å, forces in eV/Å.

Results
SMILES string ... [O-]/[N+](O)=C(/Br)CO.C=NC(C)=O
HOMO level ... -0.3491 Eh
Max |F| ... 5.7 eV/A
Energy above the lowest of the compared OMol25 structures with the same formula, charge and spin ... 0.000 eV
Gap between HOMO and LUMO ... 9.66 eV

An isolated molecule of C5H9BrN2O5S at a distorted geometry. Source: OMol25; level of theory: ωB97M-V/def2-TZVPD.

XYZ file:
```
23
Properties=species:S:1:pos:R:3:forces:R:3
C 1.5757 1.1606 -0.6725 2.8 -0.3 -0.6
C 1.2864 -0.1762 1.3843 0.1 -0.5 0.1
C 1.6815 -0.1632 -1.3824 -1.4 -0.3 -2.0
C 1.3501 -1.4852 0.4847 1.1 0.3 1.6
C -3.2310 0.1563 -0.4672 -1.6 -1.3 0.2
N 0.8440 0.9725 0.5467 -1.4 0.2 0.9
N -2.4618 -0.7235 0.0661 -0.2 1.6 -1.1
O -1.1512 -0.3157 -0.1589 1.8 0.1 -0.9
O -2.6245 -1.7478 0.6508 -0.2 -1.4 1.1
O -1.2996 0.8817 1.8727 0.4 0.6 0.7
O -1.2413 2.1660 -0.1933 0.2 1.3 -1.2
O 2.2119 -1.2290 -0.6472 -0.9 0.2 0.7
S -0.7473 1.1104 0.5837 -0.8 -1.2 1.2
Br -5.0079 -0.1731 -0.3426 -1.4 0.0 0.1
H 2.6424 1.3269 -0.2865 -1.3 0.8 -0.8
H 1.1851 1.8718 -1.4595 0.4 -0.2 1.6
H 0.4525 -0.2203 2.1736 2.0 -0.4 -0.7
H 2.3236 0.0795 1.7443 -1.2 -0.3 0.0
H 0.6060 -0.3516 -1.6852 1.0 -0.5 0.0
H 2.2671 -0.0672 -2.3153 -0.1 0.0 0.5
H 1.9848 -2.2675 1.0933 -2.0 1.1 -1.2
H 0.2526 -1.6404 0.1932 2.1 -0.9 0.3
H -2.8990 0.8347 -1.1827 0.7 1.0 -0.5
```
Positions in Å, forces in eV/Å.

Results
SMILES string ... O=S(=O)(O/[N+]([O-])=C/Br)N1CCOCC1
HOMO level ... -0.3402 Eh
Max |F| ... 2.9 eV/A
Energy above the lowest of the compared OMol25 structures with the same formula, charge and spin ... 0.206 eV
Gap between HOMO and LUMO ... 9.80 eV